{
  "formula": "C21H25N2O3P2ReS",
  "method": "wB97M-V/def2-TZVPD",
  "relative_energy_kcal_mol": 0.0,
  "multiplicity": 2,
  "e_lumo_ev": [-10.29, -10.55],
  "orbital_gap_ev": [6.793, 6.534],
  "total_charge": 3,
  "symbols": ["Re", "O", "C", "O", "C", "P", "C", "C", "C", "C", "C", "C", "C", "C", "C", "C", "C", "C", "H", "H", "H", "H", "H", "H", "H", "H", "H", "H", "H", "H", "C", "P", "C", "C", "O", "H", "H", "H", "H", "H", "H", "H", "H", "H", "S", "C", "N", "C", "C", "C", "N", "H", "H", "H", "H"],
  "coordinates": [[0.716155, 0.824191, 0.459097], [-1.582249, 3.730423, -0.386475], [-1.430324, 2.689687, 0.137822], [-0.167273, 2.425477, 0.762171], [-2.409984, 1.542338, 0.172379], [-1.504858, -0.033525, 0.368644], [-1.739030, -1.135272, -1.024288], [-2.573735, -0.822712, -2.095643], [-2.740479, -1.741548, -3.125408], [-2.072522, -2.957502, -3.090262], [-1.223931, -3.262832, -2.029150], [-1.047910, -2.353157, -0.999849], [-2.180828, -0.774783, 1.855563], [-2.821076, -2.012251, 1.758940], [-3.430466, -2.557583, 2.881346], [-3.401851, -1.871739, 4.085327], [-2.770419, -0.634953, 4.174764], [-2.155503, -0.084480, 3.070043], [-3.014050, 1.621689, -0.728323], [-3.077187, 1.668395, 1.027646], [-3.137382, 0.100142, -2.120098], [-3.418751, -1.515558, -3.937786], [-2.224162, -3.679598, -3.881820], [-0.721856, -4.220915, -1.994439], [-0.417238, -2.617286, -0.156872], [-2.878033, -2.542239, 0.818979], [-3.935680, -3.510565, 2.805259], [-3.880754, -2.292629, 4.958915], [-2.767307, -0.095433, 5.112659], [-1.666388, 0.887674, 3.132908], [1.332759, -1.332159, -3.424558], [1.920370, 0.169054, -2.694592], [3.691582, 0.154508, -2.581582], [1.352664, 1.596268, -3.581865], [1.315300, 0.232958, -1.232329], [1.776501, -1.454684, -4.414771], [0.245445, -1.298363, -3.509942], [1.621054, -2.172977, -2.792393], [4.107034, 0.008002, -3.581580], [4.007436, -0.677006, -1.949787], [4.063959, 1.099598, -2.186695], [1.698451, 1.548024, -4.616873], [1.744395, 2.505652, -3.123468], [0.261906, 1.619761, -3.583875], [1.336078, -0.294447, 2.353126], [2.520859, 0.998692, 2.582036], [3.339014, 1.169482, 3.623062], [4.090688, 2.298121, 3.751457], [3.994230, 3.279937, 2.804110], [3.136555, 3.054478, 1.723172], [2.444827, 1.920822, 1.620604], [3.387652, 0.455753, 4.347669], [4.730352, 2.359531, 4.622847], [4.561198, 4.195586, 2.893868], [2.994762, 3.789952, 0.940309]],
  "forces_ev_per_a": [[-0.281, -0.030, 0.711], [0.122, -0.001, 0.152], [-0.360, 0.267, -0.144], [-0.048, -0.113, -0.147], [0.225, 0.102, 0.009], [-0.227, 0.045, -0.068], [0.092, 0.046, -0.108], [-0.062, -0.090, 0.044], [-0.013, 0.030, -0.015], [0.022, -0.016, 0.017], [-0.042, -0.001, 0.038], [-0.083, -0.045, -0.041], [0.048, -0.423, -0.288], [-0.064, 0.023, 0.149], [0.034, 0.038, -0.010], [-0.013, -0.020, -0.023], [0.008, 0.098, 0.237], [0.206, 0.174, -0.246], [-0.062, -0.118, 0.014], [-0.008, 0.051, 0.010], [0.014, -0.006, -0.040], [0.030, 0.001, -0.005], [-0.006, 0.007, -0.003], [0.004, 0.002, -0.006], [0.017, 0.031, -0.006], [0.014, 0.000, 0.001], [-0.002, -0.001, 0.017], [-0.010, 0.002, 0.002], [-0.010, -0.027, 0.005], [-0.110, -0.102, 0.107], [-0.014, -0.011, 0.008], [0.031, -0.051, -0.220], [0.032, -0.045, 0.014], [-0.065, 0.059, -0.001], [0.271, 0.040, 0.083], [-0.004, 0.010, -0.009], [-0.003, -0.013, -0.011], [0.002, -0.020, -0.047], [0.000, 0.008, -0.001], [0.046, 0.021, -0.009], [0.003, -0.010, 0.022], [0.035, -0.023, 0.009], [-0.022, 0.005, -0.022], [-0.004, 0.012, -0.004], [0.129, 0.219, 0.010], [-0.168, -0.075, -0.133], [0.095, 0.137, 0.075], [-0.022, -0.095, 0.032], [-0.059, 0.045, -0.103], [0.097, -0.084, 0.189], [0.175, -0.011, -0.247], [-0.011, -0.010, -0.009], [-0.011, -0.019, 0.008], [0.002, -0.009, 0.006], [0.033, -0.006, -0.002]],
  "lowdin_spin": [0.792, -0.001, 0.008, 0.022, 0.000, 0.024, 0.017, 0.004, 0.001, 0.004, 0.000, 0.004, -0.003, -0.001, 0.000, -0.001, 0.000, -0.001, 0.000, 0.000, 0.000, 0.000, 0.000, 0.000, 0.000, 0.000, 0.000, 0.000, 0.000, 0.000, 0.003, 0.012, 0.004, 0.000, 0.097, 0.000, 0.000, 0.000, 0.001, 0.000, 0.000, 0.000, 0.000, 0.000, -0.018, 0.001, -0.001, 0.007, 0.000, 0.007, 0.016, 0.000, 0.000, 0.000, 0.000]
}

***

{
  "formula": "C3H10N2O",
  "method": "wB97M-V/def2-TZVPD",
  "relative_energy_kcal_mol": 167.7,
  "multiplicity": 2,
  "e_lumo_ev": [-9.84, -9.76],
  "orbital_gap_ev": [3.917, 3.943],
  "total_charge": 1,
  "symbols": ["C", "C", "N", "C", "N", "H", "H", "H", "H", "H", "H", "H", "H", "H", "H", "O"],
  "coordinates": [[1.133212, 0.440382, 0.039817], [-0.225773, 0.112015, -0.577357], [-0.001963, -0.181087, -1.956030], [-1.091144, 1.732211, 2.602313], [-1.401871, 0.804204, 1.840785], [1.103594, 0.642644, 1.109726], [1.579515, 1.303864, -0.465710], [1.781913, -0.394744, -0.220510], [-0.640419, -0.767960, -0.087377], [-0.930316, 0.972958, -0.451103], [0.718435, -1.602395, -1.750653], [-1.192715, 2.806528, 2.370727], [1.086225, -3.139684, -2.022809], [-0.722265, 1.481240, 3.609386], [-0.773546, 0.146598, -2.533127], [1.123124, -2.424719, -1.382355]],
  "forces_ev_per_a": [[0.274, 0.311, -0.525], [1.084, 0.446, -0.315], [-0.970, 0.780, 0.547], [-0.942, -1.687, -1.799], [0.838, 2.006, 1.600], [0.080, -0.299, -0.079], [-0.205, 0.005, 0.138], [0.131, -0.124, 0.510], [-0.360, -0.231, 0.045], [-0.406, -0.036, 0.296], [0.549, -1.075, -0.502], [0.072, -0.007, -0.236], [-0.079, 0.180, -0.148], [0.011, -0.305, 0.253], [-0.069, -0.032, -0.311], [-0.007, 0.067, 0.526]],
  "lowdin_spin": [0.029, 0.091, 0.781, 0.002, 0.013, 0.002, 0.000, 0.000, 0.031, 0.000, 0.003, 0.000, 0.000, 0.002, 0.025, 0.021]
}

***

{
  "formula": "C34H22AuF2N4OS3",
  "method": "wB97M-V/def2-TZVPD",
  "relative_energy_kcal_mol": 0.0,
  "e_lumo_ev": 2.46,
  "orbital_gap_ev": 7.860,
  "total_charge": -1,
  "symbols": ["Au", "F", "C", "C", "C", "C", "C", "F", "C", "C", "C", "C", "C", "C", "N", "H", "H", "H", "H", "H", "H", "O", "C", "C", "C", "C", "C", "S", "C", "C", "C", "C", "S", "C", "C", "C", "C", "S", "H", "H", "H", "H", "H", "H", "H", "H", "H", "N", "C", "C", "C", "C", "C", "C", "C", "N", "C", "C", "N", "C", "H", "H", "H", "H", "H", "H", "H"],
  "coordinates": [[0.371635, 0.497229, 0.650889], [-3.545089, 0.042198, 4.265788], [-2.828593, 0.887875, 3.475431], [-1.784889, 0.386337, 2.728345], [-1.056676, 1.224135, 1.870618], [-1.414015, 2.589426, 1.848894], [-2.458708, 3.038119, 2.638062], [-2.813576, 4.349109, 2.588756], [-3.205575, 2.215107, 3.457049], [-0.702897, 3.549651, 0.958637], [0.006287, 4.622653, 1.493252], [0.703745, 5.460323, 0.643551], [0.674884, 5.205645, -0.718120], [-0.073451, 4.128538, -1.162312], [-0.757893, 3.322195, -0.356031], [-1.562699, -0.670994, 2.794125], [-4.034241, 2.589998, 4.039488], [0.014847, 4.773412, 2.564554], [1.275805, 6.291027, 1.038622], [1.223405, 5.817586, -1.421297], [-0.124885, 3.895739, -2.220963], [1.740170, -0.253319, -0.700266], [3.088085, -0.135819, -0.452236], [3.489846, 1.315880, -0.173564], [3.432790, 1.989533, 1.010891], [3.739607, 3.371165, 0.882821], [4.028506, 3.720609, -0.400674], [3.919265, 2.378214, -1.454899], [3.821368, -0.614563, -1.709352], [3.283983, -0.683875, -2.956737], [4.225405, -1.088320, -3.945274], [5.460164, -1.319096, -3.423002], [5.483186, -1.063112, -1.728903], [3.512471, -1.013380, 0.718509], [4.614836, -0.970843, 1.520195], [4.673026, -2.062091, 2.431541], [3.609882, -2.902059, 2.291966], [2.531068, -2.373923, 1.073280], [3.157734, 1.509415, 1.939323], [3.738931, 4.069171, 1.708647], [4.297740, 4.693861, -0.779280], [2.243454, -0.453802, -3.128670], [3.990080, -1.208897, -4.993649], [6.348773, -1.647898, -3.937805], [5.353387, -0.183391, 1.461406], [5.459738, -2.203646, 3.159744], [3.392298, -3.789000, 2.865747], [-6.355783, 5.069349, -0.531956], [-5.867618, 4.042196, -0.361471], [-5.279836, 2.749049, -0.141075], [-3.962273, 2.499519, -0.513575], [-3.401348, 1.254303, -0.297993], [-4.164108, 0.248982, 0.284251], [-5.484583, 0.493691, 0.655914], [-6.039213, 1.740368, 0.450636], [-3.607159, -1.027214, 0.505747], [-3.962989, -1.915215, 1.503253], [-3.185374, -3.013465, 1.309804], [-2.366312, -2.839419, 0.219232], [-2.632078, -1.645946, -0.228844], [-3.351488, 3.284839, -0.937205], [-2.354767, 1.096163, -0.525829], [-6.076036, -0.298523, 1.093863], [-7.062963, 1.937901, 0.738211], [-4.660404, -1.652001, 2.278279], [-3.157551, -3.915996, 1.897501], [-2.166347, -1.170324, -1.076547]],
  "forces_ev_per_a": [[-0.012, -0.006, -0.017], [0.007, -0.003, -0.006], [-0.016, -0.003, 0.016], [0.010, -0.005, -0.010], [0.007, 0.039, 0.006], [0.026, -0.038, -0.011], [-0.007, 0.006, -0.009], [0.004, -0.001, 0.005], [-0.002, 0.001, -0.003], [-0.007, 0.016, 0.000], [0.006, 0.001, 0.003], [0.005, 0.002, 0.008], [0.001, -0.011, 0.002], [0.009, 0.010, -0.009], [-0.017, -0.018, 0.011], [0.007, -0.002, 0.000], [0.000, 0.003, 0.001], [0.002, -0.001, -0.001], [0.000, -0.001, 0.001], [-0.003, 0.002, -0.003], [0.000, 0.000, -0.001], [-0.028, -0.001, 0.017], [0.018, 0.027, -0.032], [-0.004, -0.017, 0.029], [-0.004, -0.007, -0.008], [0.005, 0.005, 0.004], [-0.020, 0.000, -0.006], [0.013, 0.006, -0.011], [0.011, -0.005, 0.019], [-0.009, 0.006, -0.001], [0.005, 0.000, 0.003], [-0.003, -0.007, -0.004], [-0.001, 0.007, -0.004], [-0.009, -0.012, 0.018], [0.004, -0.005, 0.000], [0.004, 0.003, -0.008], [-0.014, 0.001, 0.010], [0.017, -0.001, -0.011], [0.000, -0.001, 0.000], [0.003, 0.001, 0.000], [-0.003, 0.002, 0.000], [0.000, 0.001, 0.000], [0.000, 0.001, -0.001], [0.000, -0.001, 0.001], [0.002, 0.002, 0.001], [0.001, -0.001, 0.001], [0.000, 0.001, 0.002], [-0.004, -0.005, -0.022], [0.007, 0.010, 0.040], [-0.020, -0.018, -0.008], [0.011, 0.014, -0.003], [0.003, -0.037, 0.013], [0.004, 0.045, -0.028], [0.015, -0.026, 0.002], [-0.003, 0.025, -0.008], [-0.055, -0.086, 0.049], [0.037, 0.052, -0.028], [-0.049, 0.025, -0.004], [0.072, -0.102, -0.021], [-0.021, 0.091, 0.040], [0.004, -0.002, 0.002], [-0.007, 0.021, -0.018], [-0.005, 0.008, -0.004], [0.000, -0.005, 0.004], [-0.003, -0.005, -0.008], [0.004, 0.004, 0.004], [0.002, -0.003, -0.001]],
  "nbo_charge": [0.468, -0.349, 0.392, -0.317, -0.259, -0.232, 0.423, -0.341, -0.400, 0.226, -0.236, -0.168, -0.270, 0.054, -0.442, 0.225, 0.233, 0.218, 0.207, 0.212, 0.187, -0.878, 0.149, -0.190, -0.268, -0.259, -0.445, 0.459, -0.188, -0.258, -0.261, -0.440, 0.435, -0.198, -0.286, -0.270, -0.446, 0.512, 0.238, 0.212, 0.224, 0.248, 0.211, 0.224, 0.226, 0.209, 0.224, -0.340, 0.296, -0.201, -0.133, -0.242, 0.268, -0.264, -0.146, -0.392, -0.108, -0.095, -0.450, 0.196, 0.244, 0.268, 0.222, 0.220, 0.224, 0.203, 0.213]
}

***

{
  "formula": "Cl13Mg3",
  "method": "wB97M-V/def2-TZVPD",
  "e_lumo_ev": 12.20,
  "orbital_gap_ev": 1.829,
  "total_charge": -7,
  "symbols": ["Mg", "Mg", "Mg", "Cl", "Cl", "Cl", "Cl", "Cl", "Cl", "Cl", "Cl", "Cl", "Cl", "Cl", "Cl", "Cl"],
  "coordinates": [[-0.930146, 1.808293, -0.485499], [-0.492556, -2.481437, -1.780999], [2.330404, 2.794903, 1.654561], [2.693454, 0.950003, 2.810161], [-1.079326, -3.366167, 2.856401], [0.040844, 3.224353, 0.777211], [-0.867176, 2.573713, -2.618109], [0.546964, -4.232867, -0.332089], [0.020624, -0.384917, -0.378409], [-0.342566, -0.172497, 4.285281], [-0.060706, -1.881777, -3.920729], [-3.634036, -0.246627, 2.796871], [4.008854, -0.289517, -3.198739], [3.666394, 2.725353, -0.875119], [-3.186326, 1.718543, -0.117169], [-2.714696, -2.739357, -1.473619]],
  "forces_ev_per_a": [[-1.306, -2.881, -1.330], [0.523, 0.355, 1.658], [-0.474, -1.090, -2.250], [0.542, 0.535, 0.430], [-0.031, -0.821, 0.656], [2.091, 2.242, 2.232], [0.104, 0.813, -1.124], [0.102, -0.126, -0.968], [0.052, -0.008, -0.223], [0.276, 0.329, 0.766], [0.131, -0.293, -1.023], [-1.067, 0.137, 0.631], [0.868, -0.171, -0.649], [-0.232, 0.861, 1.634], [-0.609, 0.588, -0.049], [-0.969, -0.471, -0.391]],
  "nbo_charge": [1.657, 1.677, 1.257, -0.846, -0.879, -0.864, -0.917, -0.913, -0.886, -0.742, -0.911, -0.937, -0.993, -0.892, -0.899, -0.912]
}

***

{
  "formula": "C4H14NO2S",
  "method": "wB97M-V/def2-TZVPD",
  "relative_energy_kcal_mol": 5.8,
  "e_lumo_ev": 3.66,
  "orbital_gap_ev": 6.733,
  "total_charge": -1,
  "symbols": ["C", "N", "C", "C", "S", "C", "H", "H", "H", "H", "H", "H", "H", "H", "H", "H", "H", "H", "O", "H", "H", "O"],
  "coordinates": [[0.698080, 0.582692, -1.434019], [0.122759, 0.124597, -0.197010], [0.239716, 1.102855, 0.899146], [-0.104627, 0.455037, 2.204486], [-1.888310, 0.098877, 2.434960], [0.042892, -0.086687, -2.647129], [1.760114, 0.391826, -1.444303], [0.615834, 1.675281, -1.565613], [-0.831390, -0.199469, -0.284934], [1.300316, 1.371242, 0.917005], [-0.398618, 1.957621, 0.736254], [0.469224, -0.461172, 2.377968], [0.180906, 1.073038, 3.062325], [0.747660, -0.482045, -3.379577], [-0.672041, 0.564093, -3.152510], [-0.564623, -0.940964, -2.329089], [1.794648, -1.452530, 0.625344], [2.432323, -1.176455, 1.931850], [2.436888, -1.846819, 1.243001], [-3.226611, -0.361684, -0.276425], [-2.333734, -1.152876, 0.571752], [-2.821407, -1.236459, -0.293480]],
  "forces_ev_per_a": [[-0.559, 0.314, -0.763], [0.379, 0.104, 0.624], [0.627, -1.375, -0.376], [-0.566, -0.219, 1.418], [0.098, -0.093, -0.283], [-0.491, -0.509, 0.053], [0.578, -0.191, 0.108], [-0.115, 0.026, 0.141], [-0.079, 0.107, -0.145], [0.071, 0.445, -0.040], [-0.146, 0.632, -0.091], [-0.040, -0.079, -0.429], [0.096, 0.404, -0.270], [0.113, 0.232, -0.011], [0.162, 0.160, -0.049], [0.181, -0.006, 0.130], [-0.151, -0.221, -0.029], [0.090, -0.075, 0.249], [-0.082, 0.356, -0.315], [-0.175, -0.019, -0.127], [-0.337, -0.185, -0.040], [0.346, 0.191, 0.246]],
  "nbo_charge": [-0.207, -0.675, -0.235, -0.524, -0.704, -0.625, 0.166, 0.148, 0.396, 0.161, 0.174, 0.178, 0.185, 0.196, 0.198, 0.229, 0.491, 0.462, -0.961, 0.463, 0.493, -1.008]
}

***

{
  "formula": "C7H8",
  "method": "wB97M-V/def2-TZVPD",
  "smiles": "CC1=C2C=CC[C@H]12",
  "relative_energy_kcal_mol": 115.2,
  "e_lumo_ev": 0.95,
  "orbital_gap_ev": 9.027,
  "symbols": ["C", "C", "C", "C", "C", "C", "C", "H", "H", "H", "H", "H", "H", "H", "H"],
  "coordinates": [[0.835722, 1.554167, 1.617381], [0.204404, 0.378216, 0.900577], [0.148552, -0.925576, 0.704473], [0.473413, -1.881884, -0.453527], [0.017963, -1.216585, -1.542431], [-0.923218, -0.112639, -1.279729], [-1.027153, 0.010987, 0.269850], [0.871501, 2.243871, 0.764304], [1.862275, 1.342125, 2.080839], [0.224824, 1.919895, 2.489484], [1.194938, -2.626122, -0.325940], [0.254673, -1.370121, -2.590079], [-1.926469, 0.007841, -1.726661], [-0.229545, 0.620166, -1.778381], [-1.981881, 0.055658, 0.869839]],
  "forces_ev_per_a": [[0.542, -0.932, 0.140], [1.196, -0.049, 3.045], [-0.116, -0.344, -1.468], [-0.867, 3.227, 0.749], [-0.996, -2.610, 0.162], [-0.005, 1.961, 0.452], [-0.559, -0.254, -0.459], [0.340, 0.733, 0.788], [-1.305, 0.174, -1.139], [0.191, -0.193, -1.223], [0.873, -1.045, -0.276], [0.269, -0.525, 0.172], [0.702, -0.709, -0.364], [-1.004, 0.860, 0.642], [0.740, -0.295, -1.221]],
  "nbo_charge": [-0.655, 0.052, -0.041, -0.233, -0.147, -0.472, -0.281, 0.231, 0.226, 0.229, 0.222, 0.216, 0.241, 0.218, 0.194]
}